(1)
A 2-piece molecular cluster, C23H31BrN2O3PS2 overall at a distorted geometry. Source: OMol25; level of theory: ωB97M-V/def2-TZVPD.

- HOMO energy (eV) = -2.30
- total charge = -1
- Kohn-Sham gap (eV) = 3.1
- spin multiplicity = 1

Atoms and positions in Å:
Br -4.931 0.467 0.383
S -1.423 0.249 -1.930
S 1.184 2.658 -3.014
P 2.049 0.965 -2.462
O 2.779 1.654 -6.360
O -2.840 -3.234 2.678
O -2.534 -1.695 4.091
N -2.271 -0.652 1.115
N -3.031 -2.826 3.946
C -0.138 0.097 -0.524
C -3.060 0.662 1.151
C 2.130 -0.403 4.795
C 0.287 -0.590 2.173
C 2.900 -0.602 3.350
C -2.548 -1.260 -1.602
C -0.786 -0.399 0.936
C -3.770 -2.893 0.374
C 1.931 -0.332 2.036
C 1.534 -1.905 5.210
C -3.260 1.274 2.663
C -2.833 -1.554 0.019
C 3.333 2.854 -6.408
C -4.114 -3.489 -2.453
C 1.466 0.385 -0.703
C 4.858 2.673 -6.339
C -4.386 -3.828 -0.860
C 4.353 0.199 3.265
C 2.957 3.494 -7.754
C -3.953 2.772 2.704
C -3.156 -2.172 -2.826
C -4.106 -3.353 1.934
C 2.528 0.185 0.571
H 4.869 -0.081 2.232
H 4.264 1.355 3.441
H 5.036 -0.315 4.096
H 3.186 -1.760 3.297
H -3.174 3.648 2.894
H -4.020 0.553 3.234
H -4.537 -4.091 -3.364
H 3.472 1.228 -2.428
H 1.874 3.654 -7.834
H -4.713 2.835 3.622
H 1.133 -2.502 4.269
H 3.440 4.472 -7.858
H -5.040 -4.779 -0.560
H 3.084 3.601 -5.641
H -2.507 1.474 0.480
H -4.568 3.048 1.747
H 5.168 2.233 -5.382
H 5.242 2.032 -7.143
H 2.892 -0.051 5.644
H -5.014 -2.786 2.408
H 3.270 2.883 -8.612
H 5.361 3.644 -6.428
H 1.786 -0.057 -3.444
H -4.377 -4.515 1.892
H -2.895 -1.893 -3.947
H 2.438 -2.501 5.669
H 3.694 0.388 0.445
H 1.244 0.355 4.633
H 0.648 -1.832 5.977
H -0.167 -0.927 3.217
H -2.242 1.289 3.286

Forces on the atoms, in the same order (eV/Å):
Br 1.194 0.197 0.555
S 0.453 -1.823 1.545
S 0.123 -0.904 0.629
P -0.858 1.666 0.022
O -1.204 -1.358 1.119
O -0.802 -0.056 -1.640
O -1.414 -4.320 0.064
N 0.103 -0.088 -2.529
N 1.138 4.869 1.132
C 1.400 -1.034 3.274
C 1.027 2.171 0.593
C -0.324 -0.909 -0.660
C 0.580 0.846 -2.806
C 0.445 -0.401 -0.503
C -1.424 -2.640 1.499
C 4.776 0.836 -0.412
C 0.808 0.845 -3.165
C -2.351 0.897 -2.879
C 0.152 0.319 -0.011
C -0.684 -0.398 0.674
C -1.444 -3.227 -3.025
C 0.778 -1.044 -1.626
C 2.070 3.213 3.158
C -1.141 -1.698 3.414
C 0.751 0.797 0.038
C 1.921 2.708 -0.951
C -0.110 -1.308 0.046
C 0.190 0.983 -0.329
C -0.124 0.635 0.592
C -0.739 -0.972 4.090
C -0.539 -1.460 -2.054
C -4.196 -1.004 0.898
H -1.108 0.911 2.197
H 0.166 -2.330 -0.462
H -1.447 1.369 -1.662
H -0.583 2.447 0.022
H -1.465 -2.012 -0.553
H 1.852 1.394 -1.276
H 0.828 1.111 2.250
H -0.785 -0.966 0.338
H 0.132 -0.170 0.173
H 1.667 -0.276 -2.016
H 0.916 1.365 1.884
H 0.027 0.287 -0.168
H 1.616 2.359 -0.763
H -0.388 0.304 0.694
H -1.359 -1.747 1.289
H 1.263 -0.744 1.750
H -0.229 -0.019 -0.074
H -0.331 -0.014 0.061
H -1.767 -0.623 -2.002
H 2.068 -0.732 -0.805
H -0.001 -0.152 0.298
H 0.300 0.181 0.029
H 0.435 0.143 0.925
H 0.432 2.543 0.037
H -0.609 -0.647 2.719
H -1.925 0.997 -0.823
H -2.972 -0.445 0.150
H 1.900 -1.369 0.574
H 1.856 -0.141 -1.361
H 1.083 0.784 -2.534
H -2.131 -0.151 -1.640

***

(2)
A 7-piece molecular cluster, C23H31F6NO20S overall. Source: OMol25; level of theory: ωB97M-V/def2-TZVPD.

- ΔE to the lowest compared entry with this formula, charge and spin (kJ/mol) = 0.00
- HOMO energy (eV) = -8.78
- Kohn-Sham gap (eV) = 8.9
- structure (SMILES) = O=C1OC[C@@H](F)O1.O=C1OC[C@@H](F)O1.O=C1OC[C@@H](F)O1.O=C1OC[C@@H](F)O1.O=C1OC[C@@H](F)O1.O=C1OC[C@@H](F)O1.CO[C@H](CN)COCS
- spin multiplicity = 1

Atoms and positions in Å:
S -3.337 -3.790 -0.886
F 3.046 2.525 5.261
F -4.021 -8.640 0.894
F 2.321 4.704 -2.160
F 2.736 4.505 1.523
F 3.230 10.071 -1.740
F 0.437 1.218 2.519
O 1.999 1.801 7.123
O 4.151 1.815 -1.753
O -0.332 -5.677 -4.097
O 1.057 5.023 4.492
O 5.976 2.335 -2.972
O -3.541 -8.290 -3.496
O 1.215 8.294 1.783
O 0.496 0.660 8.367
O 2.465 9.432 0.285
O -0.704 3.650 4.165
O 4.160 3.679 -2.966
O -0.712 -3.573 -1.636
O -0.610 1.192 0.525
O -3.363 -8.387 -1.252
O -2.331 -0.125 1.004
O 1.283 -0.187 6.431
O 0.771 4.058 2.518
O -5.258 -7.676 -2.169
O -1.901 0.398 -1.143
O 1.804 7.364 -0.175
N -3.516 -4.502 -5.034
C 2.965 2.526 -1.397
C -0.783 1.291 1.929
C 2.238 5.314 3.734
C 2.409 7.854 -1.377
C -1.643 0.477 0.011
C 4.883 2.577 -2.596
C -1.765 -2.857 -1.076
C -4.012 -8.134 -2.420
C 1.769 8.363 0.735
C 1.771 5.039 2.316
C 3.202 9.045 -0.864
C -0.610 -3.522 -3.058
C -1.624 0.064 2.235
C -2.070 -4.280 -5.052
C -1.304 -4.685 -3.780
C 2.850 1.442 6.062
C 1.179 0.746 7.408
C 2.825 3.502 -2.551
C -0.487 -6.923 -3.429
C -4.108 -7.828 -0.187
C 0.280 4.193 3.778
C 2.065 0.348 5.363
C -5.513 -7.784 -0.766
H -3.931 -4.121 -4.191
H 1.339 5.896 1.808
H -1.240 2.247 2.176
H 1.630 8.196 -2.060
H -2.025 -5.114 -3.079
H -0.168 -7.717 -4.101
H 3.817 1.136 6.464
H 3.005 7.073 -1.837
H 2.676 -0.433 4.921
H 3.023 4.613 4.021
H -1.655 -4.869 -5.870
H -6.111 -6.942 -0.433
H -3.681 -6.858 0.068
H 1.409 0.791 4.615
H -1.536 -7.065 -3.171
H 2.131 1.839 -1.284
H 0.113 -6.964 -2.513
H -0.971 -2.546 -3.403
H 2.232 3.141 -3.393
H 2.552 6.338 3.908
H -2.326 0.195 3.052
H -1.975 -1.939 -1.626
H -1.461 -2.588 -0.066
H -4.080 -3.014 -1.679
H -3.709 -5.499 -5.022
H -1.907 -3.224 -5.285
H 0.455 -3.591 -3.277
H 4.225 8.817 -0.561
H -6.026 -8.724 -0.561
H -0.978 -0.796 2.418
H 3.130 3.074 -0.468

Forces on the atoms, in the same order (eV/Å):
S -0.050 -0.032 -0.027
F -0.074 0.030 -0.062
F -0.041 -0.081 -0.040
F 0.049 0.025 0.084
F 0.182 -0.059 0.093
F -0.105 0.031 -0.045
F 0.062 -0.098 -0.019
O 0.116 -0.043 0.167
O 0.061 -0.051 0.024
O 0.018 -0.091 -0.024
O 0.001 -0.006 0.087
O 0.063 0.017 0.008
O -0.124 0.011 -0.030
O 0.073 0.004 -0.005
O -0.036 0.015 0.020
O 0.151 0.013 0.116
O 0.029 -0.057 0.047
O 0.003 -0.051 -0.180
O 0.007 -0.079 0.027
O -0.069 0.233 -0.019
O 0.130 0.148 0.004
O -0.024 -0.063 0.017
O -0.062 -0.049 -0.007
O -0.201 0.115 -0.122
O -0.030 0.003 -0.040
O 0.042 0.005 -0.018
O -0.041 -0.051 0.002
N 0.034 -0.166 0.032
C -0.072 0.121 0.059
C -0.033 -0.153 -0.060
C 0.065 -0.079 -0.058
C -0.007 0.108 -0.002
C 0.024 -0.046 0.039
C -0.107 0.053 0.113
C 0.234 0.071 0.097
C -0.056 -0.109 0.082
C -0.090 -0.022 -0.135
C -0.169 0.028 0.064
C -0.013 -0.111 0.094
C -0.035 0.089 -0.055
C -0.010 0.068 -0.041
C -0.073 0.087 -0.093
C 0.093 -0.121 0.215
C -0.061 -0.101 0.088
C 0.001 0.049 -0.155
C 0.046 -0.120 -0.021
C -0.084 0.320 0.089
C -0.013 0.049 -0.138
C 0.120 -0.024 -0.029
C 0.018 0.082 -0.004
C 0.049 -0.024 0.037
H 0.014 0.040 -0.012
H 0.044 0.020 -0.072
H 0.111 0.027 0.109
H 0.034 0.000 -0.043
H -0.047 0.032 0.001
H -0.005 0.005 -0.016
H 0.054 0.074 -0.085
H 0.025 -0.040 0.077
H 0.007 -0.045 0.080
H 0.049 0.031 -0.048
H 0.018 0.101 -0.040
H 0.043 0.059 -0.055
H -0.026 0.003 0.104
H 0.023 0.012 -0.060
H 0.080 -0.258 -0.016
H 0.038 -0.072 -0.072
H 0.019 0.044 -0.024
H -0.073 -0.073 0.002
H -0.086 0.076 0.032
H -0.146 0.044 0.023
H -0.068 0.039 -0.059
H -0.094 -0.062 0.009
H 0.033 -0.070 0.002
H -0.080 -0.002 -0.082
H -0.023 0.035 0.022
H 0.073 -0.038 -0.020
H 0.017 0.040 -0.052
H 0.031 0.055 -0.076
H -0.010 0.015 0.052
H 0.015 0.014 0.048
H -0.058 0.006 -0.002

***

(3)
A 3-piece molecular cluster, C23H31FN3O11 overall. Source: OMol25; level of theory: ωB97M-V/def2-TZVPD.

- HOMO energy (eV) = -11.51
- total charge = +1
- Kohn-Sham gap (eV) = 7.5
- spin multiplicity = 1

Atoms and positions in Å:
F -3.845 -3.200 4.876
O -1.893 4.695 -5.808
O 2.178 1.994 -0.415
O 3.228 6.241 -2.112
O -2.811 0.083 -5.681
O -1.234 -4.868 -0.617
O -1.018 -0.103 -3.784
O -4.574 -4.938 3.731
O 0.515 -3.476 2.141
O 4.382 1.886 0.987
O -0.045 4.481 -3.979
O 5.453 6.120 -0.760
N -2.415 -3.040 2.261
N -1.977 -4.406 0.427
N -0.763 -2.449 0.570
C 0.212 -2.197 1.634
C 1.994 -4.924 3.379
C 2.895 2.980 -0.519
C 1.854 -3.607 2.625
C 5.049 4.001 0.205
C 3.433 5.153 -1.395
C -2.199 1.204 -5.320
C -2.363 -4.100 3.310
C -1.729 3.565 -5.396
C -0.680 3.376 -4.327
C -0.425 2.176 -3.781
C -3.706 -4.173 3.983
C -1.355 -1.250 -0.148
C -0.611 0.057 0.024
C 0.327 1.122 2.180
C 4.737 5.149 -0.630
C -1.714 -3.304 1.066
C -0.896 0.961 1.258
C -2.131 0.604 2.080
C -2.462 2.400 -5.860
C 2.572 4.125 -1.333
C -1.171 1.023 -4.233
C 4.185 2.980 0.259
H 2.836 -5.494 2.991
H 0.325 2.031 -3.015
H 2.170 -4.758 4.438
H -0.205 -1.594 2.445
H 0.268 0.473 3.056
H -1.605 -3.816 4.038
H -1.659 -4.550 -1.430
H -1.326 -1.501 -1.210
H 2.539 -3.571 1.774
H -1.083 1.956 0.853
H -1.945 -0.210 2.784
H -2.421 1.468 2.678
H 0.396 2.145 2.547
H 1.253 0.905 1.653
H 1.084 -1.712 1.198
H -2.123 -5.085 2.919
H -3.374 -2.792 2.029
H 4.009 6.815 -1.979
H -2.410 -1.143 0.109
H 1.637 4.114 -1.877
H 1.101 -5.531 3.249
H 0.461 -0.107 -0.074
H -0.875 0.633 -0.865
H 3.611 1.313 0.823
H 2.088 -2.765 3.282
H -2.691 -5.050 0.755
H -2.999 0.350 1.470
H -3.200 2.540 -6.637
H -2.418 -0.630 -5.143
H -0.420 5.210 -4.512
H 5.978 4.010 0.756

Forces on the atoms, in the same order (eV/Å):
F -0.137 0.207 0.298
O 0.049 0.097 0.023
O 0.058 -0.131 0.068
O -0.016 -0.019 -0.010
O -0.025 0.016 -0.015
O -0.020 0.011 0.009
O -0.159 -0.151 0.013
O 0.213 0.240 0.127
O -0.171 0.060 -0.087
O 0.030 0.011 0.018
O 0.021 -0.003 0.066
O -0.013 0.100 -0.053
N 0.001 -0.680 -0.131
N -0.215 0.255 -0.063
N -0.294 0.231 0.275
C 0.022 -0.159 0.354
C 0.183 0.062 -0.152
C -0.154 0.222 -0.201
C 0.190 -0.087 0.154
C 0.089 0.106 0.003
C -0.095 0.004 -0.048
C -0.070 0.000 -0.097
C 0.236 0.294 0.091
C -0.173 -0.180 -0.140
C 0.128 -0.043 0.135
C 0.037 -0.107 0.090
C -0.307 -0.463 -0.392
C -0.017 -0.525 -0.593
C -0.046 0.318 0.188
C -0.100 -0.048 0.069
C 0.116 -0.200 0.188
C 0.312 -0.106 -0.081
C 0.254 0.013 0.079
C -0.118 0.173 0.092
C -0.041 0.119 -0.058
C -0.179 -0.117 -0.047
C 0.262 0.223 0.155
C 0.118 -0.022 0.047
H -0.009 -0.035 0.031
H 0.010 0.016 -0.001
H -0.127 -0.053 0.071
H 0.052 0.169 -0.072
H 0.012 -0.033 0.003
H 0.066 -0.028 -0.047
H 0.062 0.015 -0.004
H 0.030 -0.023 -0.024
H -0.054 0.062 -0.075
H -0.006 -0.041 -0.154
H -0.004 -0.129 -0.097
H 0.015 -0.031 0.052
H 0.002 0.017 0.077
H 0.056 0.061 -0.039
H -0.016 0.017 -0.046
H -0.012 -0.044 -0.063
H 0.072 0.266 0.079
H 0.045 -0.001 0.028
H 0.020 0.056 0.202
H 0.024 0.079 -0.035
H -0.050 0.000 0.025
H 0.018 -0.002 -0.090
H -0.024 -0.073 -0.065
H -0.057 -0.002 -0.041
H -0.043 0.066 -0.025
H -0.008 -0.008 0.014
H -0.022 0.020 -0.044
H -0.007 -0.022 0.000
H 0.041 -0.005 0.037
H -0.058 -0.018 -0.071
H 0.000 -0.020 0.003

***

(4)
C23H31FeN4O5S as an isolated structure at a distorted geometry. Source: OMol25; level of theory: ωB97M-V/def2-TZVPD.

- ΔE to the lowest compared entry with this formula, charge and spin (kJ/mol) = 43.36
- HOMO energy (alpha / beta) (eV) = -7.73 / -7.63
- Kohn-Sham gap (alpha / beta) (eV) = 7.2 / 7.7
- <S²> = 1.14
- spin multiplicity = 2

Atoms and positions in Å:
Fe -0.350 -0.207 0.181
S -2.170 0.749 -1.641
O -0.103 0.031 2.059
O -3.247 -0.049 -2.166
O -0.830 0.095 -1.780
O 0.454 -1.839 -0.154
O -2.288 1.156 -0.229
N 2.317 0.028 -0.231
N 0.451 1.699 0.030
N -3.915 -2.550 0.729
N -1.916 -1.448 0.360
C -1.102 3.479 2.801
C 1.875 -4.571 1.725
C -0.911 1.006 4.032
C 3.037 -0.681 0.528
C 1.328 -2.493 0.588
C -4.805 -4.408 2.138
C -2.868 -1.809 1.159
C -1.526 3.346 4.102
C -4.978 -2.984 1.628
C 2.587 -1.991 0.977
C 0.027 2.620 0.809
C -2.795 -1.441 2.608
C 3.442 -2.774 1.755
C -1.403 2.095 4.715
C -3.976 -3.023 -0.656
C 1.008 -3.809 0.969
C 3.103 -4.055 2.141
C -2.117 2.246 -2.592
C -0.540 1.099 2.673
C -0.612 2.384 2.076
C 1.387 2.031 -1.032
C -3.004 -4.158 -0.970
C 2.704 1.354 -0.645
H 1.590 -5.578 2.003
H 1.502 3.114 -1.136
H -1.968 -3.873 -0.782
H -1.914 4.194 4.649
H -1.799 -1.067 2.802
H -2.044 -1.777 -0.590
H 0.260 3.662 0.568
H -3.222 -5.044 -0.374
H -5.621 -4.670 2.814
H -4.999 -3.362 -0.822
H 3.393 1.334 -1.494
H 1.018 1.603 -1.963
H 3.178 1.909 0.174
H -1.693 1.978 5.753
H -3.822 -2.177 -1.328
H -2.486 2.039 -3.593
H -1.128 4.450 2.317
H 3.776 -4.649 2.744
H 4.023 -0.343 0.880
H -5.047 -2.288 2.460
H -3.086 -4.426 -2.025
H -3.862 -4.518 2.677
H 4.400 -2.353 2.043
H -0.799 0.051 4.528
H -1.093 2.612 -2.624
H -5.919 -2.896 1.082
H -3.529 -0.672 2.854
H -2.760 2.963 -2.086
H -4.808 -5.123 1.315
H -2.981 -2.312 3.236
H 0.052 -4.207 0.654

Forces on the atoms, in the same order (eV/Å):
Fe -0.283 0.465 0.852
S -0.091 0.220 0.279
O -0.051 -0.388 -0.278
O -0.085 0.042 -0.004
O -0.092 -0.358 -0.115
O 0.490 -0.082 -0.225
O 0.018 0.008 -0.260
N 0.205 -0.090 -0.076
N -0.371 0.152 -0.204
N -0.008 -0.085 0.023
N -0.137 0.098 -0.260
C -0.014 0.006 0.026
C 0.084 -0.012 0.053
C -0.009 0.044 0.067
C -0.096 0.226 -0.056
C -0.156 -0.202 0.137
C 0.003 -0.012 -0.003
C 0.139 -0.009 0.001
C 0.004 0.027 -0.029
C -0.013 0.019 -0.032
C 0.045 -0.010 -0.046
C 0.341 -0.093 0.107
C -0.012 -0.002 -0.055
C 0.013 0.029 -0.027
C 0.015 -0.058 -0.003
C -0.020 0.009 0.026
C -0.029 0.052 0.033
C -0.097 -0.006 -0.046
C 0.076 -0.049 -0.025
C 0.063 0.183 0.031
C -0.047 -0.063 -0.028
C -0.005 -0.019 0.027
C 0.001 -0.009 -0.011
C -0.040 0.035 0.145
H 0.014 0.003 0.003
H -0.010 0.014 -0.005
H -0.007 0.008 -0.002
H 0.003 -0.007 -0.002
H 0.012 0.002 0.024
H 0.038 -0.064 0.039
H 0.017 0.002 0.006
H 0.006 0.005 0.004
H 0.007 0.002 0.000
H -0.004 0.001 -0.008
H -0.034 -0.054 -0.023
H 0.046 -0.018 -0.004
H 0.059 0.024 -0.032
H 0.001 0.001 -0.007
H 0.007 0.010 0.003
H 0.054 -0.009 -0.007
H -0.002 -0.014 -0.004
H 0.001 0.007 -0.005
H -0.006 -0.016 0.032
H -0.001 -0.007 0.005
H -0.003 -0.004 0.009
H -0.005 -0.002 -0.005
H 0.002 -0.018 0.008
H 0.005 -0.012 -0.035
H -0.025 0.023 0.044
H -0.006 -0.003 -0.004
H 0.029 0.017 -0.014
H -0.036 -0.014 -0.049
H -0.004 0.003 0.009
H -0.004 0.024 -0.002
H 0.003 0.028 -0.004